No. 1
Computed, not measured: a 12-piece molecular cluster, C30H87N3O21 overall, with wB97M-V/def2-TZVPD.

The SMILES is COC[C@H](C)N.COC[C@H](C)N.COC[C@H](C)N.OCCO.OCCO.OCCO.OCCO.OCCO.OCCO.OCCO.OCCO.OCCO. The calculation puts the relative energy (zero: lowest compared OMol25 entry of this formula, charge and spin) at 217.2 kcal/mol. For the total energy, the calculation gives -79974.2818 eV. The total charge is 0. As for the LUMO energy: 0.030 eV. The calculation puts the HOMO energy at -8.9173 eV.

Last column: Mulliken charge in e.
Cartesian coordinates (Å):
C1 -6.973 7.532 1.957  -0.758
O1 -5.834 6.797 2.397  -0.327
C2 -5.944 6.012 3.641  -0.816
C3 -5.366 4.498 3.530  0.558
C4 -5.977 3.881 2.253  -1.577
N1 -5.946 3.831 4.651  -0.700
H1 -7.956 7.062 1.936  0.310
H2 -6.877 8.065 1.010  0.256
H3 -7.010 8.268 2.760  0.335
H4 -5.538 6.678 4.401  0.373
H5 -7.007 6.067 3.873  0.382
H6 -4.312 4.343 3.301  0.267
H7 -5.591 2.910 1.941  0.422
H8 -5.823 4.435 1.328  0.329
H9 -7.053 3.719 2.318  0.391
H10 -6.041 2.902 4.266  0.290
H11 -6.901 4.114 4.820  0.271
C5 6.688 4.265 8.560  -0.651
O2 7.236 3.192 7.853  -0.374
C6 6.933 2.897 6.457  -0.470
C7 5.403 2.351 6.432  0.410
C8 5.000 1.221 5.421  -1.472
N2 4.524 3.518 6.193  -0.635
H12 5.616 4.297 8.362  0.282
H13 7.107 5.128 8.043  0.269
H14 6.766 4.300 9.646  0.255
H15 7.052 3.681 5.709  0.319
H16 7.606 2.112 6.112  0.333
H17 5.155 2.026 7.442  0.220
H18 5.165 1.471 4.373  0.326
H19 4.040 0.707 5.363  0.383
H20 5.771 0.458 5.525  0.358
H21 3.594 3.124 6.210  0.222
H22 4.516 4.023 5.318  0.225
C9 6.679 2.974 -0.891  -0.878
O3 5.692 3.794 -1.404  -0.301
C10 5.392 3.489 -2.760  -0.531
C11 5.361 4.866 -3.454  0.681
C12 4.255 5.766 -3.113  -1.533
N3 5.406 4.922 -4.943  -0.724
H23 7.635 2.954 -1.414  0.370
H24 6.459 1.954 -1.208  0.364
H25 6.849 2.995 0.186  0.260
H26 6.176 2.913 -3.252  0.372
H27 4.430 2.989 -2.869  0.262
H28 6.239 5.386 -3.071  0.136
H29 3.232 5.542 -3.417  0.323
H30 4.426 6.694 -3.658  0.349
H31 4.201 5.989 -2.048  0.349
H32 6.347 4.709 -5.242  0.258
H33 5.321 5.884 -5.237  0.245
O4 -0.105 -7.389 -1.206  -0.487
C13 -0.415 -8.693 -1.735  -0.269
C14 0.460 -9.751 -1.078  -0.540
O5 0.095 -10.117 0.295  -0.535
H34 0.079 -6.860 -1.986  0.272
H35 -1.465 -8.823 -1.471  0.221
H36 -0.340 -8.690 -2.822  0.390
H37 1.465 -9.382 -0.869  0.304
H38 0.534 -10.586 -1.774  0.328
H39 0.441 -9.367 0.785  0.316
O6 5.022 -3.157 -5.634  -0.538
C15 4.031 -4.104 -6.123  -0.554
C16 3.102 -4.854 -5.072  -0.250
O7 2.012 -4.084 -4.579  -0.502
H40 5.269 -2.377 -6.136  0.304
H41 3.505 -3.762 -7.014  0.401
H42 4.721 -4.862 -6.494  0.304
H43 3.680 -5.095 -4.180  0.259
H44 2.899 -5.836 -5.499  0.273
H45 2.089 -3.160 -4.827  0.302
O8 -5.820 -4.864 0.940  -0.498
C17 -5.359 -4.565 2.231  -0.437
C18 -6.592 -4.805 3.156  -0.372
O9 -7.538 -3.715 2.934  -0.522
H46 -6.510 -4.215 0.784  0.318
H47 -4.567 -5.154 2.694  0.334
H48 -5.034 -3.525 2.279  0.269
H49 -6.254 -4.714 4.188  0.308
H50 -6.974 -5.825 3.143  0.315
H51 -8.332 -3.863 3.453  0.286
O10 -0.006 2.892 -8.805  -0.515
C19 1.140 2.278 -8.138  -0.362
C20 0.762 1.369 -6.954  -0.318
O11 0.434 0.024 -7.377  -0.533
H52 0.095 2.689 -9.738  0.307
H53 1.837 1.751 -8.790  0.318
H54 1.663 3.176 -7.811  0.265
H55 -0.057 1.704 -6.317  0.281
H56 1.535 1.245 -6.196  0.262
H57 -0.413 0.066 -7.826  0.292
O12 2.271 -6.241 2.843  -0.491
C21 3.140 -5.189 3.063  -0.362
C22 4.645 -5.436 2.680  -0.368
O13 5.163 -6.667 3.185  -0.500
H58 1.680 -6.079 2.104  0.290
H59 2.805 -4.295 2.537  0.278
H60 3.108 -5.073 4.146  0.289
H61 5.122 -4.580 3.158  0.254
H62 4.781 -5.525 1.602  0.314
H63 5.027 -6.675 4.135  0.298
O14 -3.358 6.190 -4.443  -0.516
C23 -4.081 5.143 -3.807  -0.398
C24 -5.038 4.421 -4.858  -0.369
O15 -4.192 3.890 -5.825  -0.499
H64 -3.713 6.942 -3.963  0.332
H65 -3.402 4.439 -3.327  0.215
H66 -4.580 5.533 -2.920  0.392
H67 -5.563 5.168 -5.453  0.250
H68 -5.577 3.590 -4.404  0.290
H69 -3.652 4.648 -6.059  0.305
O16 -1.408 1.156 6.172  -0.523
C25 -1.124 0.559 7.403  -0.237
C26 -2.400 0.374 8.128  -0.443
O17 -3.093 1.631 8.363  -0.553
H70 -1.878 1.951 6.435  0.287
H71 -0.558 -0.370 7.323  0.329
H72 -0.512 1.343 7.849  0.245
H73 -2.206 -0.185 9.043  0.319
H74 -3.165 -0.190 7.594  0.273
H75 -3.582 1.774 7.549  0.299
O18 -4.424 -6.233 -4.547  -0.491
C27 -3.794 -5.072 -4.980  -0.278
C28 -3.266 -5.554 -6.392  -0.475
O19 -4.337 -5.768 -7.336  -0.527
H76 -4.830 -5.969 -3.717  0.283
H77 -4.550 -4.290 -5.050  0.304
H78 -2.985 -4.875 -4.277  0.284
H79 -2.801 -6.538 -6.342  0.282
H80 -2.516 -4.909 -6.851  0.308
H81 -4.228 -6.612 -7.780  0.311
O20 -0.602 1.284 -0.679  -0.544
C29 -0.372 -0.081 -0.843  -0.354
C30 -0.693 -0.889 0.466  -0.219
O21 0.182 -0.250 1.426  -0.553
H82 0.024 1.623 -0.035  0.317
H83 -0.929 -0.420 -1.716  0.335
H84 0.706 -0.147 -0.993  0.254
H85 -0.548 -1.969 0.430  0.260
H86 -1.671 -0.562 0.818  0.208
H87 -0.233 0.282 2.109  0.294

---

No. 2
Computed, not measured: C30H90AlO27P2V2 as an isolated structure, with wB97M-V/def2-TZVPD.

For the total energy, the calculation gives -164409.4585 eV. The total charge is -1. As for the LUMO energy: -2.510 eV. The calculation puts the HOMO energy at -5.2298 eV.

Last column: Mulliken charge in e.
Cartesian coordinates (Å):
Al1 13.668 14.564 13.569  -1.401
O1 11.136 15.529 18.417  -0.680
V1 11.706 15.222 16.866  1.009
O2 12.126 16.611 15.761  -0.268
O3 16.015 10.581 16.709  -0.883
V2 15.582 11.628 15.600  1.437
O4 15.836 13.276 16.099  -1.038
P1 13.229 16.790 14.573  -0.418
O5 14.189 15.445 14.869  -0.186
O6 13.951 18.103 14.492  -0.013
O7 16.151 11.244 13.983  -0.918
O8 12.471 16.299 13.265  -0.276
P2 12.426 12.282 15.036  -1.533
O9 13.757 11.528 15.168  -0.127
O10 12.171 13.352 16.116  1.144
O11 11.217 11.323 14.959  -0.803
O12 12.740 13.052 13.774  1.752
C1 19.835 20.577 12.267  -0.617
C2 19.724 21.887 11.493  -0.341
O13 19.285 21.734 10.125  -0.530
H1 20.203 20.752 13.258  0.330
H2 20.532 19.916 11.724  0.281
H3 18.901 20.048 12.397  0.010
H4 20.707 22.381 11.393  0.342
H5 19.178 22.598 12.129  0.244
H6 18.383 21.359 10.049  0.306
C3 16.788 10.178 8.878  -1.411
C4 15.364 10.675 9.306  2.213
O14 14.487 10.760 8.192  -0.671
H7 16.694 9.222 8.444  0.378
H8 17.318 10.063 9.841  0.359
H9 17.335 10.866 8.312  0.409
H10 15.432 11.564 9.902  -0.932
H11 14.961 10.060 10.082  -0.683
H12 13.648 10.988 8.569  0.360
C5 10.186 11.557 10.057  -1.766
C6 11.215 12.601 10.686  0.494
O15 12.444 12.455 9.960  -0.483
H13 9.231 11.636 10.476  0.363
H14 10.587 10.566 10.089  0.364
H15 10.176 11.891 8.986  0.444
H16 11.418 12.480 11.770  -0.114
H17 10.717 13.578 10.605  0.378
H18 13.101 13.011 10.326  0.171
C7 8.445 16.604 16.718  -1.270
C8 8.500 15.133 16.447  -0.211
O16 9.792 14.811 16.022  0.570
H19 7.856 16.748 17.635  0.405
H20 8.068 17.146 15.866  0.272
H21 9.356 16.973 17.115  0.287
H22 7.821 14.836 15.722  0.368
H23 8.363 14.503 17.357  0.288
H24 9.928 14.254 15.182  -0.068
C9 10.361 20.291 13.281  -0.959
C10 9.684 19.194 14.255  -0.059
O17 10.209 19.200 15.557  -0.568
H25 10.288 21.349 13.530  0.352
H26 9.800 20.213 12.371  0.373
H27 11.433 20.084 13.225  0.053
H28 9.725 18.265 13.748  0.010
H29 8.607 19.297 14.237  0.527
H30 11.024 18.736 15.473  0.223
C11 16.020 21.242 13.530  -0.984
C12 15.587 19.835 13.472  0.634
O18 16.626 18.904 13.568  -0.509
H31 15.192 21.945 13.493  0.382
H32 16.762 21.396 12.697  0.042
H33 16.709 21.443 14.356  0.324
H34 15.133 19.593 12.526  -0.473
H35 14.849 19.618 14.259  0.467
H36 16.887 18.657 14.456  0.267
C13 6.947 11.241 13.459  -1.668
C14 8.430 11.037 13.234  0.303
O19 9.098 12.304 13.356  0.218
H37 6.663 11.608 14.428  0.350
H38 6.401 10.304 13.363  0.410
H39 6.607 11.981 12.698  0.307
H40 8.552 10.556 12.207  0.210
H41 8.874 10.265 13.864  0.071
H42 9.938 12.086 13.847  -0.194
C15 10.887 6.964 15.010  -1.186
C16 11.386 8.155 15.791  0.417
O20 10.391 9.073 16.125  -0.300
H43 10.839 7.256 13.971  0.217
H44 9.999 6.416 15.324  0.301
H45 11.741 6.222 15.024  0.366
H46 12.156 8.695 15.264  -0.177
H47 11.914 7.696 16.633  0.299
H48 10.645 9.936 15.761  0.316
C17 13.886 14.942 20.123  -1.104
C18 14.383 15.312 18.802  -0.181
O21 13.650 14.543 17.843  -0.465
H49 14.426 15.535 20.882  0.390
H50 14.119 13.912 20.338  0.316
H51 12.765 15.032 20.222  0.164
H52 15.492 15.142 18.780  0.336
H53 14.331 16.377 18.600  0.284
H54 14.084 13.901 17.341  0.004
C19 19.840 15.880 9.828  -1.349
C20 18.440 16.139 9.240  0.852
O22 18.484 15.580 7.914  -0.563
H55 20.119 14.822 9.807  0.346
H56 19.975 16.225 10.877  0.305
H57 20.610 16.240 9.216  0.423
H58 18.198 17.220 9.328  0.199
H59 17.641 15.552 9.757  -0.509
H60 17.613 15.794 7.488  0.297
C21 8.380 6.205 19.266  -1.269
C22 8.526 7.423 18.487  0.348
O23 7.579 7.371 17.426  -0.578
H61 8.906 6.152 20.202  0.357
H62 8.696 5.397 18.579  0.279
H63 7.310 5.997 19.473  0.272
H64 9.543 7.513 18.068  0.035
H65 8.314 8.267 19.138  0.227
H66 7.924 8.074 16.824  0.324
C23 8.783 15.918 11.747  -0.359
C24 7.751 14.867 11.612  -0.326
O24 7.375 14.149 12.758  -0.505
H67 8.748 16.683 10.949  0.476
H68 9.832 15.564 11.715  -0.115
H69 8.704 16.535 12.693  -0.078
H70 8.013 14.237 10.697  0.140
H71 6.890 15.393 11.340  0.475
H72 8.079 13.650 13.117  0.336
C25 14.015 8.462 11.971  -1.546
C26 13.191 9.707 12.282  1.829
O25 11.970 9.344 12.737  -0.562
H73 13.695 7.907 11.073  0.314
H74 13.926 7.833 12.892  0.373
H75 15.062 8.762 11.754  0.368
H76 12.986 10.222 11.256  -0.238
H77 13.688 10.473 12.869  -0.659
H78 11.444 10.116 13.142  0.112
C27 13.524 18.229 10.994  -0.200
C28 13.838 17.330 9.753  -0.443
O26 15.181 16.862 9.624  -0.500
H79 14.201 17.876 11.804  -0.267
H80 12.534 17.989 11.352  0.044
H81 13.682 19.273 10.890  0.542
H82 13.656 17.892 8.779  0.331
H83 13.112 16.489 9.830  0.125
H84 15.660 17.114 10.414  0.324
C29 16.725 13.674 12.040  -1.117
C30 15.376 13.328 11.525  0.046
O27 14.434 14.459 11.836  1.881
H85 17.112 14.409 11.383  -0.127
H86 17.461 12.988 12.404  0.442
H87 16.593 14.246 12.980  0.148
H88 14.835 12.450 11.919  -0.100
H89 15.360 13.216 10.423  0.656
H90 14.508 15.064 11.138  -0.256

---

- What is the formula in the second record?
  C30H90AlO27P2V2

---

- Which formula does entry 2 have?
  C30H90AlO27P2V2